<w>
A structure of composition C48H59AsBrN3S2Si2TeTl, computed with ωB97M-V/def2-TZVPD.

Results
gap between HOMO and LUMO = 6.94 eV
charge = +1
HOMO level = -10.216 eV
LUMO energy = -3.27 eV

Element x y z (Å)
Tl 0.72185 1.15405 -0.45491
Te 0.96267 -1.70604 -1.17673
Br -1.92381 -1.34328 -3.61437
As -2.20612 -0.52200 1.86022
S 1.76166 0.81792 1.80061
S 1.72553 2.61798 -2.15033
Si 4.53689 -1.17986 -0.99350
Si 0.50787 -4.20777 0.99307
N 0.32293 3.31645 0.98705
N -1.30089 2.38885 -1.33846
N 0.68199 -0.40697 -3.89255
C 0.53417 2.90760 -4.56047
C -3.52761 -1.94142 1.94382
C 0.30541 2.72140 -3.19212
C -5.27417 2.83812 3.26111
C -1.01022 2.61000 -2.74463
C -2.05895 2.69526 -3.66041
C 2.26469 4.82126 1.30570
C -0.36362 -1.04750 -5.94268
C -4.52847 1.21734 1.64586
C 3.00741 -2.03332 -1.70138
C -0.34954 -0.86210 -4.56916
C 4.49381 0.63093 -1.34133
C -0.25428 4.26470 0.04162
C -3.28138 1.54743 3.67264
C -5.27043 -4.03340 2.41369
C 5.92103 -1.99169 -1.92473
C 3.13151 0.24625 -6.69623
C 1.88007 -0.19437 -5.97884
C 0.77904 -0.71446 -6.64622
C -1.07501 -2.17421 6.09314
C -0.27952 -1.14848 5.59146
C 1.68093 3.55930 1.36750
C -4.19873 2.51418 4.07440
C -0.53964 -0.62407 4.32931
C -1.15706 -4.30804 0.15371
C -5.34126 -3.32747 1.21649
C 4.32671 3.92472 2.15494
C -0.51161 3.00136 -5.46011
C -2.38722 -2.17728 4.07701
C 1.18311 -2.44939 0.81237
C -4.32374 -3.69961 3.37454
C 3.57968 5.00559 1.70484
C 3.76506 2.65765 2.17523
C -1.59945 -1.13068 3.59109
C 4.69207 -1.49329 0.82008
C -1.82000 2.89392 -5.00717
C -2.50045 1.55716 -1.13682
C -2.12183 -2.69258 5.34048
C 1.68666 -5.33525 0.10863
C -1.49912 3.66768 -0.59253
C 1.76558 -0.06928 -4.60510
C -5.43765 2.18854 2.04181
C -3.45236 -2.64078 3.14866
C 0.39539 -4.56564 2.80101
C -0.54993 3.10583 2.16276
C 2.44076 2.45765 1.78455
C -4.45396 -2.28593 0.97398
C -3.44393 0.88914 2.45787
H 6.88975 -1.56782 -1.63972
H -0.87366 -2.57816 7.07734
H 5.26721 1.15123 -0.76637
H -1.90599 -4.78950 0.79059
H 0.49077 4.48647 -0.71818
H -2.72292 -3.49912 5.74307
H -1.54687 -3.31911 -0.10098
H 1.91155 -4.94939 -0.89164
H -4.26281 -4.27537 4.29031
H 3.21359 -0.23091 -7.67175
H 4.34817 1.80319 2.49757
H -1.44791 2.55165 1.89269
H 5.95903 -3.06658 -1.72145
H -1.09450 -4.87937 -0.77682
H -5.99057 3.58544 3.57820
H -0.84282 4.07076 2.59153
H -0.54801 5.20684 0.52309
H -0.25534 -3.83587 3.29377
H -4.07666 3.00284 5.03325
H 4.01347 5.99706 1.67396
H 5.34939 4.06597 2.47970
H -1.92909 4.41288 -1.26578
H 2.24330 -2.41219 1.06751
H -2.46443 0.69542 -1.79626
H -4.68636 0.69750 0.70681
H 3.92200 -0.96389 1.39005
H 1.38076 -4.51571 3.27387
H 4.02567 0.01007 -6.11896
H -2.65098 2.97462 -5.69555
H -0.30619 3.14972 -6.51287
H -2.44794 1.30327 4.31971
H -5.95195 -4.85415 2.59562
H -4.48244 -1.76754 0.02200
H -2.51260 1.22302 -0.10801
H 4.65835 0.85758 -2.39902
H -6.07702 -3.59705 0.46933
H -1.23768 -1.44932 -6.43405
H -2.24092 3.46351 0.17843
H 4.63530 -2.56030 1.05714
H -0.01617 -5.56284 2.98624
H -0.01652 2.53291 2.91345
H 2.58674 0.34757 -4.02545
H 3.53538 1.07052 -1.05830
H 5.80298 -1.85576 -3.00397
H -6.27716 2.43441 1.40344
H 3.12042 1.32680 -6.85657
H 5.66880 -1.13449 1.16303
H 3.09964 -3.10049 -1.46551
H 0.64955 -1.75830 1.47063
H -3.42373 2.11545 -1.31603
H 1.69015 5.67214 0.96222
H 3.01940 -1.94417 -2.79177
H 0.08742 0.16141 3.92458
H 1.24571 -6.32786 -0.02107
H -3.08198 2.60988 -3.31823
H 0.54063 -0.75937 6.18135
H 1.55862 2.98328 -4.90399
H 2.63107 -5.45840 0.64739
H 0.81389 -0.86251 -7.72011


<x>
A structure of composition C48H59AsBrN3S2Si2TeTl, computed with ωB97M-V/def2-TZVPD.

Results
gap between HOMO and LUMO = 6.27 eV
charge = +1
HOMO level = -10.030 eV
LUMO energy = -3.76 eV

Element x y z (Å)
Tl 1.29119 0.41127 -0.07208
Te 0.13142 0.40907 2.98411
Br 0.65970 3.47457 -1.32270
As -1.38451 0.43989 -2.98134
S 2.21519 0.12329 -2.39400
S 3.11909 1.77253 1.03437
Si 1.58270 2.11950 5.40745
Si -0.78805 -2.78158 4.31831
N -0.98051 1.75495 0.05323
N 3.34150 -1.21762 0.68715
N 0.65250 -1.99704 -0.59948
C -0.77249 -2.14397 -0.25035
C -2.04973 1.42171 0.78228
C -0.83952 3.03200 -0.27762
C 0.88606 -4.03895 -3.70636
C -3.04424 2.66973 -3.32401
C 6.27155 -0.36956 -1.45647
C -0.61299 4.04855 -5.90789
C -2.99097 2.32030 1.24284
C -1.89092 2.88990 -4.23184
C 1.49063 -2.78322 0.33235
C -1.41086 -3.87468 2.94324
C -5.11851 1.99956 -1.58477
C -1.27162 -1.35607 -5.24280
C 0.18945 1.95259 -5.03157
C 1.67043 -1.49337 -2.80321
C 2.84565 2.08012 6.76581
C 2.02808 -1.96064 -4.07758
C 2.97533 -2.52085 0.13240
C -4.12687 1.85735 2.11311
C 4.33996 0.91663 0.09264
C 1.01454 -3.13052 4.59519
C 1.96801 3.45215 4.17484
C 0.53765 -3.59675 -2.44487
C 0.34380 3.03924 -5.88465
C 5.27648 1.65285 -0.63543
C 0.93474 -2.34449 -1.97856
C -3.01745 1.45560 -2.62905
C -3.05416 -2.71219 -6.11994
C -1.73601 4.01789 0.08976
C 1.62230 0.45508 4.51052
C -4.10641 3.54907 -3.13067
C -4.04740 1.12977 -1.75579
C -2.81480 3.64702 0.87218
C -3.90955 -2.20082 -5.15400
C -5.14016 3.21102 -2.26745
C 3.58390 -1.30250 2.13185
C -0.11577 2.36860 6.12423
C 4.36860 -0.48661 0.01527
C -1.73241 -2.28764 -6.16202
C 1.65600 -3.21568 -4.51959
C 6.23978 1.01870 -1.40088
C -0.93008 1.87716 -4.21618
C -2.12613 -0.83372 -4.27672
C -3.44851 -1.26553 -4.23343
C 5.33872 -1.11483 -0.75449
C -1.72620 3.97844 -5.08212
C -1.18732 -0.97540 3.93594
C -1.73103 -3.15440 5.87355
H -0.49159 4.89243 -6.57542
H 2.58992 0.29404 4.03744
H -1.05757 -2.68131 -6.91260
H 5.22845 2.73371 -0.59375
H 3.98874 -0.36245 2.48957
H -0.12318 3.25689 6.76363
H -4.13420 -0.86643 -3.49704
H -2.10224 -0.93746 3.33344
H 2.98190 3.34274 3.77888
H -1.66913 -4.85594 3.35492
H 1.43841 -2.54663 5.41629
H -4.02888 0.18912 -1.21389
H -0.04720 -4.24483 -1.80172
H 4.29738 -2.10626 2.35034
H 5.37703 -2.19614 -0.80894
H -1.37511 -1.59631 -0.96775
H -1.59045 5.03867 -0.23365
H -3.75449 1.53996 3.09002
H 2.65500 -1.49995 2.65897
H -2.46584 4.77001 -5.11045
H -0.23936 -1.03117 -5.29008
H -5.93537 1.73577 -0.92401
H -4.94278 -2.52308 -5.11836
H -4.64627 1.00749 1.66480
H -1.33745 -2.59554 6.72788
H -2.31127 -3.47393 2.46614
H -3.53163 4.39694 1.18857
H -2.17612 0.35678 0.97234
H 1.18329 -2.51714 1.34723
H -5.97000 3.89345 -2.12916
H 1.61891 -2.95515 3.70415
H 1.96231 -3.55071 -5.50293
H 1.12280 -4.18846 4.85998
H 2.81389 3.01638 7.33354
H -4.85259 2.65327 2.27326
H 2.61780 -1.31217 -4.71582
H -1.43083 -0.47068 4.87742
H -0.41981 1.51777 6.74375
H -0.86868 2.51405 5.34504
H 3.54859 -3.32958 0.59738
H 7.02931 -0.87599 -2.04232
H 0.56935 -5.01631 -4.04585
H -0.93829 -1.74056 0.75154
H 1.27537 3.43736 3.32673
H 1.29547 -3.85273 0.19030
H 6.95778 1.60432 -1.96041
H -4.13429 4.49685 -3.65549
H 0.94827 1.18089 -4.99601
H -2.79084 -2.90420 5.76579
H 3.19110 -2.52894 -0.93420
H -1.66493 -4.22035 6.11261
H -0.65589 -4.03630 2.16846
H 1.41257 -0.38094 5.17820
H 2.65608 1.26010 7.46522
H 1.20959 3.09967 -6.53155
H 3.85980 1.96536 6.37078
H -1.09052 -3.19024 -0.24686
H -3.41756 -3.43266 -6.84155
H 1.89543 4.43909 4.64247


Bottom line: <w>, by a margin of 0.520 eV.


<w>
A cluster of 2 separate species, C2H7N3 in total, computed with ωB97M-V/def2-TZVPD.

Results
gap between HOMO and LUMO = 9.69 eV
charge = 0
HOMO level = -8.831 eV
LUMO energy = 0.86 eV
structure (SMILES) = [H]/N=C\N.C=N

Element x y z (Å)
N 1.72953 0.14841 0.41203
N -0.14017 -1.89233 -0.06763
N 0.05491 1.74777 -0.00404
C 0.50431 0.55270 0.49316
C -1.33066 -1.57418 -0.45998
H -2.18587 -2.23630 -0.27036
H 0.75789 2.43681 -0.23999
H 0.75398 -1.63851 -0.50428
H -1.51371 -0.72922 -1.13616
H 2.33138 0.88206 0.03267
H -0.74683 2.15967 0.46136
H -0.21477 0.14312 1.28322


<x>
A cluster of 2 separate species, C2H7N3 in total, computed with ωB97M-V/def2-TZVPD.

Results
gap between HOMO and LUMO = 8.98 eV
charge = 0
HOMO level = -8.081 eV
LUMO energy = 0.90 eV
structure (SMILES) = [H]/N=C\N.C=N

Element x y z (Å)
N 2.33711 0.41637 1.11412
N -2.96189 0.34316 -2.03544
N 1.36913 -1.48717 2.16724
C 1.67962 -0.20746 2.16032
C -2.53497 0.65436 -3.20128
H 1.38072 0.61927 2.87718
H 2.31244 0.03998 0.22111
H -1.50986 0.28348 -3.41174
H -3.11260 1.45170 -3.86152
H 2.29107 -2.11691 2.36821
H -3.94462 0.68541 -1.98052
H 2.50447 1.44918 1.31160


Bottom line: <w>, by a margin of 0.978 eV.


<w>
A cluster of 2 separate species, C2H4S4 in total, computed with ωB97M-V/def2-TZVPD.

Results
gap between HOMO and LUMO = 8.03 eV
charge = 0
HOMO level = -8.985 eV
LUMO energy = -0.96 eV
structure (SMILES) = S=CS.S=CS

Element x y z (Å)
S -0.26436 1.05731 -1.12452
S -0.85699 -0.78054 1.73951
S 1.03735 1.56414 1.84604
S 0.36254 -1.49717 -2.60174
C -0.06820 -0.65780 -1.28775
C 0.35714 0.29045 1.11818
H -0.27646 -1.15321 -0.34205
H -0.98514 -0.18212 2.93371
H 0.64363 -0.00401 0.10981
H 0.05050 1.36295 -2.39118


<x>
The molecule C2H4S4, computed with ωB97M-V/def2-TZVPD.

Results
gap between HOMO and LUMO = 7.63 eV
charge = 0
HOMO level = -8.533 eV
LUMO energy = -0.90 eV

Element x y z (Å)
S 3.22104 0.79392 -0.52964
S 2.49139 -0.75618 0.32293
S 0.35267 -1.31989 -0.17325
S -0.49759 1.42850 -1.19125
C -1.69148 0.06945 0.88623
C -0.60792 0.08442 0.07705
H -1.78149 1.60743 -1.41256
H -2.41794 0.79546 0.66347
H 2.82703 -1.94769 -0.25875
H -1.89571 -0.75542 1.61578


Bottom line: <x>, by a margin of 1.102 eV.


<w>
The ion C7H12N5 with charge +1, computed with ωB97M-V/def2-TZVPD.

Results
gap between HOMO and LUMO = 9.15 eV
charge = +1
HOMO level = -12.483 eV
LUMO energy = -3.33 eV
structure (SMILES) = C=C[C@H]([NH+]=C(N)N)n1ccnc1

Element x y z (Å)
N -0.32547 0.07694 -0.99352
N 0.58064 -0.03890 1.18373
N 1.29076 0.86191 3.04973
N -0.98151 2.12506 -0.10140
N -0.70867 1.88310 -2.39883
C -0.30158 -0.67690 0.21507
C -0.64249 1.36517 -1.14724
C -0.53385 -3.04991 0.34565
C 1.96156 0.20146 0.96877
C 0.29831 0.36302 2.44800
C 2.36131 0.80937 2.14015
C 0.15446 -2.04987 -0.16818
H -1.42883 -2.98736 1.02248
H -1.42038 1.78428 0.72107
H -0.71488 0.13669 2.87399
H -0.46335 -0.33913 -1.87752
H 2.39727 -0.09378 -0.02217
H 1.18544 -1.94323 -0.62198
H -0.19076 -4.11145 0.16271
H -0.94311 2.83390 -2.35037
H -0.16304 1.33914 -3.05262
H -1.27206 -0.80542 0.55788
H -0.40300 2.92481 0.10584
H 3.22223 1.25230 2.59230


<x>
A structure of composition C7H12N5, computed with ωB97M-V/def2-TZVPD.

Results
gap between HOMO and LUMO = 8.81 eV
charge = +1
HOMO level = -12.030 eV
LUMO energy = -3.22 eV

Element x y z (Å)
N -0.51602 0.96867 0.73197
N 1.40064 -0.22131 -0.68997
N -2.37744 -0.51286 0.97480
N -1.81054 -2.06911 -0.55683
N 1.17530 -2.40246 -1.17218
C 0.55850 -1.31565 -0.80104
C -0.77557 -1.06394 -0.57646
C -1.17476 -0.10808 0.46011
C -0.55332 1.79310 1.88165
C 0.76039 1.04063 -0.72019
C -2.71195 -1.56767 0.25845
C 1.73803 2.16279 -0.27689
H 2.59632 2.24827 -1.00082
H -1.29642 1.34445 2.53337
H 0.48331 1.65427 2.43781
H -0.78475 2.85131 1.65861
H -1.98471 -2.89227 -1.09978
H 0.94446 -3.40008 -1.09124
H 2.39556 -0.34321 -0.75457
H -3.61532 -2.04718 0.27588
H 0.23753 1.20932 -1.60879
H 1.09177 3.09569 -0.03819
H 2.07817 1.94582 0.77654
H 2.14084 -2.37052 -1.60223


Bottom line: <w>, by a margin of 0.081 eV.


<w>
A cluster of 2 separate species, CH4FOPS in total, computed with ωB97M-V/def2-TZVPD.

Results
gap between HOMO and LUMO = 9.73 eV
charge = 0
HOMO level = -10.215 eV
LUMO energy = -0.49 eV
structure (SMILES) = CP(=O)=S.F

Element x y z (Å)
S -2.40891 -1.09692 0.20654
P -0.75978 -0.13710 0.24166
F 2.80028 -3.25210 0.09819
O 0.61887 -0.62200 0.44712
C -0.68595 1.65520 -0.21307
H -1.72495 1.97378 -0.66393
H -0.76796 1.90928 0.87538
H 2.76458 -2.44083 -0.30672
H 0.16382 2.01068 -0.68517


<x>
A cluster of 2 separate species, CH4FOPS in total, computed with ωB97M-V/def2-TZVPD.

Results
gap between HOMO and LUMO (alpha / beta) = 8.26 / 8.26 eV
charge = 0
HOMO level (alpha / beta) = -10.026 / -10.025 eV
LUMO energy (alpha / beta) = -1.76 / -1.76 eV

Element x y z (Å)
S 2.92692 -0.64205 -0.36782
P 1.27496 0.14398 0.28092
F 1.36751 2.53161 -0.57938
O 1.09160 0.00218 1.79399
C -0.24464 -0.25161 -0.68852
H -0.54437 0.73490 -1.22094
H 0.21039 -0.78236 -1.46425
H -0.98474 -0.74913 -0.10873
H 0.78674 0.79528 2.18179


Bottom line: <w>, by a margin of 1.802 eV.